Entry 1:
Formula: C37H21MgN5O5S
Source: the OMol25 dataset
Level of theory: wB97M-V/def2-TZVPD

Each line ends with the natural charge from an NBO analysis.
Cartesian coordinates (Å):
Mg -1.053887 -1.289650 0.303036  1.7249
S 1.476574 -2.666948 -6.827285  0.8616
N -0.033929 -2.571827 -6.263254  -0.6115
C 0.053865 -2.406779 -4.955780  0.1142
C -1.070764 -2.266786 -4.039727  -0.1371
C -2.404505 -2.265625 -4.446793  -0.1201
C -3.384852 -2.114413 -3.493291  -0.2562
C -3.013895 -1.951605 -2.156680  0.0869
N -1.747236 -1.946717 -1.766807  -0.5112
C -0.788031 -2.112607 -2.685658  0.2865
C 0.608935 -2.116447 -2.189320  0.1699
N 0.757402 -2.004219 -0.872506  -0.4576
C 1.976999 -1.964204 -0.367074  0.1152
C 3.119520 -2.042830 -1.163649  -0.2350
C 2.976554 -2.170230 -2.527037  -0.1224
C 1.689994 -2.216165 -3.062123  -0.1350
C 1.401221 -2.370302 -4.480067  0.2084
N 2.292880 -2.510797 -5.444840  -0.6251
H -2.641438 -2.381752 -5.496380  0.2238
H -4.433108 -2.106129 -3.756787  0.2226
H -3.741534 -1.804167 -1.366214  0.2545
H 2.035713 -1.837203 0.706418  0.2272
H 4.097060 -1.979634 -0.707075  0.2246
H 3.833310 -2.221517 -3.185711  0.2255
O -4.780247 -5.607385 2.006256  -0.5687
C -4.037955 -4.669297 1.800147  0.3544
C -4.433387 -3.319662 1.261948  0.3975
O -5.563580 -2.984403 0.927088  -0.6349
C -3.208716 -2.523232 1.181903  0.2139
C -2.086615 -3.319885 1.592329  0.2479
O -0.891336 -2.882372 1.537151  -0.8213
C -2.542389 -4.655025 1.994755  0.3441
O -1.866639 -5.593989 2.388907  -0.5991
O -3.071413 -1.335358 0.738570  -0.8259
C -3.158450 0.444595 5.322082  -0.1901
C -3.267955 1.190200 4.159591  -0.2579
C -2.472925 0.845552 3.074925  0.0604
N -1.607841 -0.159550 3.100665  -0.3972
C -1.510086 -0.872073 4.216229  0.0421
C -2.261413 -0.611284 5.354938  -0.2757
H -3.767680 0.678868 6.187353  0.1973
H -3.955801 2.022252 4.085858  0.2049
H -2.521594 1.393468 2.140314  0.2117
H -0.809383 -1.700274 4.187167  0.2009
H -2.148452 -1.229039 6.236510  0.2037
C -0.007577 0.540503 0.298997  -0.8432
C 0.753017 1.507812 0.297904  -0.0116
C 1.628436 2.635582 0.271831  -0.4313
C 2.932141 2.426569 -0.321802  0.0189
C 3.607455 3.383248 -1.116862  -0.1992
C 4.843787 3.132148 -1.683718  -0.2410
C 5.485572 1.908573 -1.502958  -0.3170
C 4.834406 0.939485 -0.743307  -0.2257
C 3.597097 1.186912 -0.178149  -0.2416
C 1.196519 3.872472 0.832852  0.0973
C -0.143698 4.026495 1.299343  -0.2774
C -0.599947 5.192709 1.872817  -0.2131
C 0.227040 6.305797 2.041693  -0.3478
C 1.548531 6.176308 1.621228  -0.2165
C 2.024629 5.013672 1.045220  -0.3017
H 3.120109 4.331852 -1.301423  0.1972
H 5.309406 3.897323 -2.297555  0.1840
H 6.456727 1.715373 -1.943036  0.1842
H 5.313768 -0.021721 -0.577482  0.1776
H 3.100986 0.426349 0.413943  0.2086
H -0.806904 3.177443 1.191583  0.2174
H -1.633767 5.237338 2.205061  0.1838
H -0.139681 7.223035 2.485449  0.1810
H 2.237427 7.006138 1.758548  0.1787
H 3.071528 4.965029 0.779741  0.1957

Atomic forces in eV per Å
Mg 0.2 0.8 0.5
S 0.0 0.0 -0.1
N -0.2 0.0 0.1
C -0.1 0.0 0.1
C 0.1 0.0 -0.2
C 0.0 0.0 0.1
C 0.0 0.0 0.0
C 0.0 0.0 0.0
N 0.0 0.0 -0.1
C 0.3 0.0 0.2
C -0.4 0.0 -0.1
N 0.1 -0.1 0.0
C -0.1 0.0 -0.1
C 0.0 0.0 0.0
C 0.0 0.0 0.1
C 0.1 0.0 -0.2
C 0.0 0.0 0.1
N 0.1 0.0 0.2
H 0.0 0.0 0.0
H 0.0 0.0 0.0
H 0.0 0.0 0.0
H 0.0 0.0 0.0
H 0.0 0.0 0.0
H 0.0 0.0 0.0
O 0.0 0.0 0.0
C 0.0 0.1 0.0
C -0.2 0.2 -0.1
O 0.0 0.0 0.0
C 0.2 -0.4 0.2
C -0.4 0.0 0.0
O -0.1 -0.2 -0.2
C 0.2 0.0 0.1
O 0.0 0.0 0.0
O 0.0 -0.2 -0.2
C 0.0 0.0 0.0
C 0.0 0.0 0.0
C 0.1 0.1 -0.1
N 0.0 -0.2 0.0
C -0.1 0.0 0.0
C 0.0 0.0 0.0
H 0.0 0.0 0.0
H 0.0 0.0 0.0
H 0.0 0.0 0.0
H 0.0 0.0 0.0
H 0.0 0.0 0.0
C -0.1 -0.1 -0.2
C 0.1 0.1 0.1
C 0.1 -0.1 -0.1
C 0.0 0.0 0.0
C 0.0 0.1 0.2
C 0.0 0.0 0.0
C 0.0 0.0 0.0
C 0.0 0.0 0.0
C 0.0 -0.1 -0.1
C -0.2 0.2 0.0
C 0.1 -0.1 -0.1
C -0.1 0.1 0.1
C 0.0 -0.1 -0.1
C 0.0 0.1 0.0
C 0.0 -0.1 -0.1
H 0.0 0.0 0.0
H 0.0 0.0 0.0
H 0.0 0.0 0.0
H 0.0 0.0 0.0
H 0.0 0.0 0.0
H 0.0 0.0 0.0
H 0.0 0.0 0.0
H 0.0 0.0 0.0
H 0.0 0.0 0.0
H 0.0 0.0 0.0

Properties
* net charge: -2
* 2S+1: 1
* Kohn-Sham gap: 2.892 eV
* HOMO level: 0.02 eV
* calculated total energy: -72680.74655 eV


Entry 2:
Formula: C2H5NOS
Source: the OMol25 dataset
Level of theory: wB97M-V/def2-TZVPD

Each line ends with the natural charge from an NBO analysis.
Cartesian coordinates (Å):
N -0.866803 -0.718436 0.805690  -0.7673
C 0.214536 0.020770 0.736006  0.1108
S 1.244629 0.319302 2.012324  -0.2017
C 0.446990 0.622491 -0.599953  -0.1452
O -0.141409 -0.076539 -1.611151  -0.7180
H -1.518061 -0.634382 0.014275  0.4106
H -1.202418 -0.936245 1.765762  0.4180
H 0.034261 1.653070 -0.612799  0.2121
H 1.522452 0.707396 -0.747933  0.2001
H 0.265823 -0.957426 -1.762221  0.4806

Atomic forces in eV per Å
N -1.9 -0.5 0.9
C 1.4 0.8 1.4
S -0.5 -0.1 -0.5
C 1.3 1.2 0.3
O -1.1 -1.6 -2.0
H 0.3 -0.4 0.7
H 0.3 0.0 -1.3
H 0.1 -0.5 0.1
H 0.1 0.2 0.1
H -0.2 1.0 0.3

Properties
* 2S+1: 1
* SMILES: NC(=S)CO
* Kohn-Sham gap: 8.906 eV
* HOMO level: -8.39 eV
* calculated total energy: -16527.64635 eV